Density functional theory data (wB97M-V/def2-TZVPD) for a structure of composition C39H39AlGeNOPS2 at a distorted geometry.

Calculated values
Kohn-Sham gap (alpha / beta) = 7.4 / 5.4 eV
energy = -5096.5205 a.u.
ΔE to the lowest compared entry with this formula, charge and spin = 1.030 eV
charge = +1
maximum force = 2.0 eV Å⁻¹
expectation value of S² = 0.75
2S+1 = 2

CARTESIAN COORDINATES (ANGSTROEM)
C 0.86579 -0.57992 -1.81709
H 0.44729 -1.45653 -2.32089
C -3.41088 -5.09233 -2.91283
H -3.32450 -5.99724 -3.49278
C 0.12129 3.87501 -0.64964
H 2.17600 -1.40478 3.80439
C -3.81123 3.20001 -0.44640
C 1.17029 4.13702 -1.52401
C -3.89605 2.43741 2.22257
C -6.33645 -2.01631 0.48028
H -5.41775 -2.30657 4.20779
N 1.10407 0.88118 1.15085
O 0.66641 -1.74406 0.83957
C -3.67471 -2.78567 -1.42689
H -5.82150 3.86276 -0.16130
C -3.25284 -5.13948 -1.53639
H 0.22921 0.02965 4.21790
C -1.79839 1.56045 -5.54499
H 2.29813 7.04127 -0.22623
C -3.38509 -3.98507 -0.78744
H 2.52608 -1.24722 1.43140
C -3.83713 -2.73549 -2.80326
C -5.67523 -2.21827 3.16315
S -2.07261 -1.11057 0.59603
C -2.75106 2.23256 1.47690
P -3.89698 -1.26300 -0.44054
C -3.70380 -3.89605 -3.54489
H -0.92758 4.56761 1.07972
C 2.83982 2.57386 2.47837
C -2.70335 2.61189 0.14377
C 1.72932 -1.91145 1.77121
H 2.09868 -2.94026 1.73123
H -1.88636 1.74440 1.91906
C 1.94682 5.27266 -1.38026
C 1.28650 -1.53970 3.18831
Al -0.11063 -0.18091 -0.11396
H -8.30702 -2.58171 1.07295
C -0.11259 4.75964 0.39505
C -1.15340 3.05069 -3.77316
C 1.19950 0.82755 2.48656
C 2.06426 1.66788 3.17689
C -1.33879 2.03269 -2.84610
C 1.88941 1.72358 0.47639
H -4.08551 -1.79487 -3.27664
C -1.73740 0.77890 -3.28839
H -3.78883 3.46451 -1.49537
C 0.44094 -0.25284 3.18757
H 1.91691 -0.81765 -1.63006
C -4.95471 3.41581 0.30360
H -1.23355 3.60388 -5.83736
H -3.69707 -1.64136 2.57522
H 0.02489 -2.46014 0.93039
C -5.03806 -1.75289 0.90394
H 0.46998 6.57288 1.36447
H -3.85094 -3.86883 -4.61287
C -6.96877 -2.47643 2.74329
H -1.97211 1.37699 -6.59412
H -7.72300 -2.75431 3.46245
H -1.84785 -0.01872 -2.56103
H -0.83348 4.03202 -3.44776
C -4.70457 -1.85036 2.24679
S -4.54062 0.25070 -1.48787
H 2.74275 5.47372 -2.08223
C 2.76363 2.58863 1.09134
H -3.04868 -6.07836 -1.04494
H -5.89788 3.18807 2.20990
H 2.12791 1.60071 4.25158
H -6.58526 -1.92445 -0.56925
H 3.37060 3.26154 0.51155
C -1.98286 0.53999 -4.62539
C -4.99937 3.03137 1.63327
H -3.27802 -4.00028 0.28919
H -0.50724 -0.43731 2.66757
H -3.93233 2.12920 3.25735
H 0.85201 0.21992 -2.56024
C -1.38162 2.81115 -5.11775
C 1.69378 6.15357 -0.34117
H 3.50756 3.23771 3.00052
Ge -1.04605 2.27867 -0.90177
H 1.37559 3.44383 -2.33009
H 0.69850 -2.34818 3.62271
C -7.29983 -2.37740 1.40147
H -2.30882 -0.43862 -4.94764
C 0.66528 5.89268 0.54861
H 1.80633 1.66586 -0.59883

Force components x, y, z for each atom (eV/Å):
C -0.084 0.440 0.020
H -0.192 0.004 0.190
C -0.036 -0.029 -0.091
H 0.029 -0.120 -0.074
C -0.284 -0.739 -0.052
H 0.036 -0.057 0.028
C 0.113 0.101 -0.117
C 0.006 -0.134 -0.158
C -0.044 -0.024 0.175
C 0.003 -0.001 -0.071
H 0.004 0.018 0.104
N -0.345 -0.098 -0.312
O -0.296 -0.552 -0.217
C -0.041 0.473 0.227
H -0.051 0.040 -0.015
C -0.003 -0.029 0.158
H -0.088 0.067 -0.059
C -0.007 -0.015 0.008
H 0.036 0.073 0.006
C 0.008 0.057 -0.056
H -0.026 -0.150 -0.004
C 0.003 0.086 0.081
C -0.032 -0.020 0.095
S 0.412 0.116 0.352
C 0.247 -0.079 -0.030
P -0.496 0.194 -0.501
C 0.000 -0.083 -0.048
H -0.072 0.033 0.095
C -0.099 -0.162 -0.304
C 0.795 -0.329 -0.188
C 0.732 0.139 0.710
H -0.079 0.162 -0.111
H -0.097 0.046 0.123
C 0.088 -0.013 -0.117
C -0.180 -0.029 -0.335
Al 0.614 -0.869 -0.283
H -0.101 -0.011 -0.024
C -0.297 -0.148 0.114
C 0.078 0.209 0.146
C -0.085 0.083 0.558
C -0.141 -0.067 -0.169
C 0.194 -0.139 0.760
C 0.425 0.231 -0.221
H -0.023 0.050 0.002
C 0.013 -0.227 0.235
H -0.055 0.034 -0.063
C 0.008 -0.167 -0.020
H 0.020 0.015 0.243
C -0.053 0.093 -0.074
H -0.004 0.052 -0.024
H 0.022 0.013 0.035
H -0.264 -0.063 -0.094
C 0.392 0.167 -0.328
H -0.038 0.073 0.046
H 0.018 -0.010 -0.140
C -0.004 -0.015 0.069
H -0.027 0.008 -0.109
H -0.080 -0.046 0.092
H -0.115 -0.042 -0.187
H -0.004 0.060 -0.029
C 0.056 -0.006 -0.117
S 0.149 -0.543 0.324
H 0.075 0.022 -0.051
C 0.119 -0.006 0.267
H 0.045 -0.101 0.029
H -0.098 0.010 0.050
H -0.066 -0.029 0.097
H -0.052 0.004 -0.022
H 0.018 0.079 -0.174
C 0.004 -0.069 -0.065
C -0.046 0.017 0.000
H -0.001 -0.101 0.070
H 0.076 0.073 0.261
H -0.014 -0.018 0.089
H -0.031 0.000 0.053
C -0.025 0.079 -0.165
C 0.073 0.063 0.054
H 0.105 0.132 0.070
Ge -1.012 1.625 -0.699
H 0.053 0.002 -0.146
H -0.010 -0.043 0.056
C -0.036 -0.024 -0.041
H 0.000 -0.062 -0.046
C 0.078 0.104 0.126
H 0.089 0.125 -0.068